# 1
Here is C22H52N3NiO6 as an isolated structure in a non-equilibrium geometry from the OMol25 dataset. Energies are from the ωB97M-V functional and the def2-TZVPD basis.

The geometry in XYZ format:
```
84
Properties=species:S:1:pos:R:3
C -3.5783 -1.8090 2.1263
C -2.0670 -1.8991 1.7440
C -1.6095 -0.5392 1.1545
C -1.5790 0.6291 2.1017
C -0.7105 0.2591 3.3013
C -0.9490 -1.1557 3.9730
N -1.2289 -2.2154 2.9177
O -1.2277 -3.4248 3.3769
C -2.1532 -1.0619 4.9669
C 0.4118 -1.4397 4.6609
C -1.8842 -2.9393 0.6023
H -3.9734 -2.6713 2.6638
H -4.1259 -1.8285 1.1836
H -3.8865 -0.9217 2.6755
H -2.2673 -0.3138 0.3131
H -0.6496 -0.6712 0.6502
H -2.5495 0.8360 2.5570
H -1.2480 1.5564 1.6359
H -0.7640 1.0385 4.0611
H 0.3133 0.3255 2.9270
H -2.9729 -0.5274 4.4919
H -1.8184 -0.5947 5.8927
H -2.5089 -2.0296 5.3221
H 1.2779 -1.4949 4.0007
H 0.3763 -2.4249 5.1273
H 0.6725 -0.6955 5.4118
H -2.3742 -2.6549 -0.3270
H -2.1519 -3.9609 0.8730
H -0.8261 -3.0833 0.3789
Ni -2.1666 2.1212 -2.2765
C 3.9364 -2.8532 -0.5774
C 3.5771 -2.0096 -1.8132
N 2.1958 -1.3955 -1.8651
C 2.0841 -0.2573 -0.7971
C 1.9633 -0.7740 -3.2488
C 2.8142 0.5116 -3.5824
C 1.0616 -2.4084 -1.6627
C 0.8578 -3.5387 -2.6673
O 2.0234 -4.3089 -2.6787
C 2.1343 -5.2009 -3.7768
H 3.6213 -2.4058 0.3657
H 4.9768 -3.1577 -0.4671
H 3.4725 -3.8408 -0.5985
H 3.7261 -2.5085 -2.7691
H 4.2422 -1.1483 -1.8865
H 2.1910 -0.7088 0.1883
H 1.0941 0.1970 -0.7989
H 2.8686 0.4552 -1.0385
H 0.8966 -0.6040 -3.3828
H 2.3114 -1.5798 -3.8935
H 2.7318 0.7197 -4.6486
H 3.8698 0.4170 -3.3287
H 2.5271 1.4427 -3.0920
H 0.1457 -1.8160 -1.6794
H 1.1610 -2.8546 -0.6736
H 0.6971 -3.1207 -3.6652
H -0.0266 -4.1439 -2.4543
H 2.3281 -4.6915 -4.7246
H 1.1985 -5.7517 -3.8827
H 2.9733 -5.8947 -3.7562
O -0.6773 1.9856 -1.0915
H -0.2186 1.9818 -0.2412
C 2.1221 3.0986 0.0188
N 2.5750 4.4397 0.4589
O 2.3924 5.4200 -0.2435
O 2.9520 4.4548 1.6100
H 1.7937 3.1756 -1.0161
H 1.3427 2.7708 0.7043
H 3.0174 2.4860 0.1142
C -3.6469 3.3998 0.7543
C -3.8229 4.0168 -0.6707
O -2.5447 3.9765 -1.2925
C -1.8165 5.1929 -1.0096
C -0.5313 5.2393 -1.8428
H -3.4052 2.3362 0.7024
H -3.0835 3.9389 1.5128
H -4.6683 3.2782 1.1244
H -4.6102 3.4805 -1.2048
H -4.2780 5.0051 -0.6009
H -2.3591 6.1179 -1.2026
H -1.3695 5.3117 -0.0208
H 0.0403 6.1610 -1.7440
H -0.7431 5.1452 -2.9100
H 0.1041 4.4077 -1.5410
```

Its spin multiplicity is 3. The HOMO energy (alpha / beta) is -17.28 / -17.28 eV. As for the orbital gap (alpha / beta): 6.023 / 5.644 eV. Its expectation value of S² is 2.01. The net charge is +3.



# 2
Here is C10H30N6O4Rb as an isolated structure in a non-equilibrium geometry from the OMol25 dataset. Energies are from the ωB97M-V functional and the def2-TZVPD basis.

The geometry in XYZ format:
```
51
Properties=species:S:1:pos:R:3
Rb 0.5814 2.3077 -9.1140
C 2.8283 2.1422 -12.3144
O 1.9942 1.5329 -11.6014
N 2.8494 2.1636 -13.6531
N 3.8006 2.9271 -11.8441
H 2.2821 1.4547 -14.0956
H 3.5055 2.7527 -14.1454
H 4.3930 3.3158 -12.5638
H 3.9636 3.0292 -10.8525
C -0.2501 3.0948 -5.6841
O 0.6828 2.6534 -6.2496
N -1.4586 2.6393 -5.7394
N -0.1745 4.1706 -4.9412
H -1.6180 1.7423 -6.1755
H -2.1406 3.1220 -5.1719
H 0.7526 4.5554 -4.8290
H -0.9840 4.5404 -4.4637
C -0.7056 -2.1699 -6.9737
C -0.2753 -0.8478 -7.6086
C 0.8892 -1.0143 -8.5444
O 2.1395 -1.3360 -8.0392
C 2.4713 -2.6944 -8.1019
N -1.3747 -0.2612 -8.3311
H -1.6221 -2.1110 -6.3865
H -0.0723 -2.4255 -6.1242
H -0.9085 -3.0191 -7.6262
H 0.1167 -0.1587 -6.8605
H 1.2093 -0.0301 -8.8866
H 0.6632 -1.5957 -9.4382
H 3.4069 -2.9308 -7.5951
H 2.5122 -3.1100 -9.1088
H 1.7699 -3.2942 -7.5219
H -2.1802 -0.0247 -7.7696
H -1.7456 -0.9293 -8.9915
C -2.4675 6.1766 -7.7992
C -1.7735 5.0087 -8.4019
C -2.1780 4.8358 -9.8451
O -1.4342 3.7713 -10.4321
C -2.0908 3.2314 -11.5404
N -0.3001 5.2840 -8.2990
H -3.5507 6.0784 -7.8703
H -2.3277 7.1490 -8.2713
H -2.1233 6.2516 -6.7677
H -2.1383 4.1813 -7.7933
H -1.8242 5.7232 -10.3699
H -3.2638 4.7630 -9.9088
H -2.0905 4.0514 -12.2586
H -3.1273 3.0207 -11.2769
H -1.7150 2.3107 -11.9867
H -0.0219 5.5087 -7.3544
H -0.1306 6.1429 -8.8025
```

Its spin multiplicity is 1. The HOMO energy is -11.93 eV. As for the orbital gap: 9.716 eV. As for the energy above the lowest of the compared OMol25 structures with the same formula, charge and spin: 31.40 kcal per mole. The net charge is +1.



# 3
Here is C6H12O in the gas phase from the OMol25 dataset. Energies are from the ωB97M-V functional and the def2-TZVPD basis.

The geometry in XYZ format:
```
19
Properties=species:S:1:pos:R:3
C -1.0690 -1.7340 0.3802
O 0.2039 -1.1743 0.7302
C 0.8720 -0.3002 -0.1879
C 2.2865 -0.0307 0.3282
C 0.1459 1.0475 -0.3513
C -1.1877 1.0383 -1.0272
C -1.0932 1.1375 0.4793
H -0.9410 -2.6843 -0.1472
H -1.7293 -1.0985 -0.2202
H -1.6175 -1.8948 1.3213
H 0.9445 -0.8130 -1.1589
H 2.8550 0.5106 -0.4401
H 2.8232 -0.9521 0.5656
H 2.2639 0.6010 1.2227
H 0.7798 1.9227 -0.4696
H -1.4734 0.1381 -1.5653
H -1.4994 1.9491 -1.5321
H -1.1323 0.2793 1.1395
H -1.4317 2.0579 0.9329
```

Its spin multiplicity is 1. The HOMO energy is -9.78 eV. As for the orbital gap: 10.972 eV. As for the energy above the lowest of the compared OMol25 structures with the same formula, charge and spin: 49.40 kcal per mole. The net charge is 0.



# 4
Here is a 2-piece molecular cluster, C3H3F2NO overall in a non-equilibrium geometry from the OMol25 dataset. Energies are from the ωB97M-V functional and the def2-TZVPD basis.

The geometry in XYZ format:
```
10
Properties=species:S:1:pos:R:3
N 2.6667 0.0344 0.3270
C 1.6260 0.3775 -0.0183
C 0.3923 0.7861 -0.5397
O 0.2903 1.0807 -1.6998
C -0.7662 0.7225 0.4403
F -0.2819 0.4440 1.7452
H -1.4921 -0.0744 0.3075
H -1.2500 1.7525 0.6999
F -0.5366 -2.1357 -0.6226
H -0.6485 -2.9874 -0.6396
```

Its spin multiplicity is 1. The HOMO energy is -11.41 eV. As for the orbital gap: 10.704 eV. As for the energy above the lowest of the compared OMol25 structures with the same formula, charge and spin: 28.49 kcal per mole. The net charge is 0.



# 5
Here is C28H17N5O13Tl as an isolated structure from the OMol25 dataset. Energies are from the ωB97M-V functional and the def2-TZVPD basis.

The geometry in XYZ format:
```
64
Properties=species:S:1:pos:R:3
Tl -0.1539 -0.1996 1.3472
O 0.0634 -0.7663 -3.3634
C 1.3981 -0.7821 -3.4855
C 1.9081 -0.9414 -4.7769
C 3.2681 -0.9735 -4.9936
C 4.1578 -0.8532 -3.9302
C 3.6609 -0.7062 -2.6514
C 2.2860 -0.6643 -2.4010
C 1.7919 -0.5165 -1.0124
O 0.5487 -0.2551 -0.8417
N 2.6889 -0.6890 -0.0421
N 2.1315 -0.5629 1.1712
C 2.7991 -0.8220 2.2238
C 2.1403 -0.7283 3.5246
C 2.8099 -1.0998 4.6881
C 2.1415 -1.0164 5.8978
C 0.8324 -0.5607 5.9171
C 0.2407 -0.2052 4.7162
N 0.8794 -0.2823 3.5573
H -0.1380 -0.5956 -2.4227
H 1.2015 -1.0344 -5.5921
H 3.6447 -1.0894 -6.0033
H 5.2267 -0.8756 -4.0982
H 4.3254 -0.6214 -1.8024
H 3.8368 -1.1351 2.1654
H 3.8299 -1.4543 4.6284
H 2.6358 -1.3076 6.8157
H 0.2728 -0.4830 6.8387
H -0.7816 0.1545 4.6739
O -4.2069 1.0122 1.2916
C -3.0011 1.1312 1.4363
O -2.2443 0.1046 1.7243
C -2.3841 2.5114 1.3386
C -3.2966 3.5513 1.2141
C -2.8956 4.8717 1.1692
C -1.5486 5.2187 1.2512
C -0.6594 4.1897 1.3697
C -0.9968 2.8065 1.3992
O -0.0123 1.9763 1.4698
N 0.7695 4.5158 1.4886
O 1.2440 4.5191 2.6101
O 1.3626 4.8325 0.4734
N -3.8866 5.9281 1.0479
O -5.0637 5.6174 0.9699
O -3.4864 7.0858 1.0201
H -4.3442 3.2982 1.1618
H -1.2291 6.2488 1.2218
O 0.2315 -4.4192 0.9586
C -0.2780 -3.3230 0.7973
O -0.1694 -2.3502 1.6652
C -0.9806 -3.0013 -0.5071
C -2.0447 -2.1111 -0.5594
C -2.6652 -1.7816 -1.7677
C -2.1534 -2.3629 -2.8991
O -2.5501 -2.1866 -4.2014
C -1.6971 -3.0072 -4.9874
O -0.7929 -3.6824 -4.1223
C -1.1008 -3.2618 -2.8486
C -0.5044 -3.6213 -1.6685
H -2.4367 -1.6939 0.3539
H -3.5025 -1.0968 -1.8040
H -1.1324 -2.3785 -5.6805
H -2.3031 -3.7459 -5.5199
H 0.3127 -4.3286 -1.6153
```

Its spin multiplicity is 1. The HOMO energy is -5.75 eV. As for the orbital gap: 7.023 eV. As for the energy above the lowest of the compared OMol25 structures with the same formula, charge and spin: 0.00 kcal per mole. The net charge is -1.